# 1
Entry from the Open Molecules 2025 dataset: C41H86F24N10O22S8 as an isolated structure (ωB97M-V/def2-TZVPD).

```
! RIJCOSX wB97M-V def2-TZVPD def2/J DEFGRID3
* xyz 2 1
F 11.21 -31.72 -2.78
O 15.58 -31.91 -4.35
O 2.65 -29.63 1.58
H 13.97 -29.21 -0.17
H 11.09 -29.61 1.05
H 6.35 -37.52 -0.24
C 14.51 -31.80 0.82
H 11.51 -25.17 -7.46
O 15.54 -35.16 -2.74
H 8.58 -28.60 2.02
H 10.26 -26.02 6.18
C 0.47 -26.42 2.34
C 17.33 -32.35 -2.43
C 10.47 -25.59 3.61
H 11.15 -34.28 -8.50
H 11.13 -26.38 3.27
H 12.08 -30.93 -8.21
C 7.00 -36.71 0.12
O 10.41 -26.16 -1.68
H 4.01 -27.07 -1.42
H 6.21 -33.35 0.25
H 11.57 -34.18 -4.89
N 4.79 -31.16 1.68
C 3.99 -25.29 0.20
C 13.59 -25.88 -4.78
C 3.97 -33.69 -2.32
H 15.14 -32.17 1.62
H 12.17 -32.91 -8.94
C 10.27 -32.21 -1.98
C 4.01 -26.75 0.70
C 12.66 -31.20 2.14
H 0.27 -27.39 2.89
H 4.07 -24.54 0.95
F 2.19 -32.24 3.15
H 12.97 -26.27 -7.19
H 2.69 -24.03 -0.95
C 1.32 -26.49 1.14
N 12.27 -25.52 -5.43
H 10.03 -32.60 -7.11
O 9.54 -29.75 -1.51
H 3.61 -28.55 -0.58
O 9.03 -25.64 0.34
S 15.57 -31.87 -2.85
H 0.65 -28.55 0.34
F 1.05 -32.06 1.33
C 9.10 -23.93 -1.57
C 12.47 -25.36 -6.91
O 12.76 -24.67 -1.78
H 6.10 -26.71 1.15
F 12.19 -21.85 -0.57
H 0.85 -25.62 3.00
O 15.32 -30.56 -2.18
H 5.09 -36.07 -1.56
H 7.30 -36.90 1.16
H 15.02 -31.49 -0.04
O 7.94 -31.52 -0.89
C 8.37 -25.07 4.67
C 11.62 -24.26 -4.79
O 2.94 -27.27 2.67
F 8.08 -24.39 -2.37
C 11.45 -30.84 -7.33
H 13.98 -29.00 2.60
S 3.33 -30.84 1.22
H 12.10 -31.92 1.47
C 11.87 -29.01 0.53
F 14.29 -22.35 -0.50
C 12.08 -33.76 -8.26
N 8.39 -31.04 -3.32
H 10.17 -28.01 2.44
F 7.68 -31.65 -6.14
C 2.69 -25.05 -0.49
H 0.62 -24.88 -0.14
H 13.15 -24.56 -7.22
N 5.62 -32.96 -0.49
O 6.80 -30.29 2.81
C 11.68 -34.42 -5.95
F 17.38 -32.32 -1.13
C 5.22 -26.98 1.66
C 11.03 -32.23 -6.67
C 10.84 -23.33 -5.72
C 5.64 -35.25 -1.18
H 5.18 -32.11 -0.06
N 11.17 -24.56 0.12
F 17.53 -33.56 -2.86
O 3.39 -31.10 -0.20
H 8.69 -29.85 3.80
H 12.01 -30.50 2.64
S 14.39 -34.36 -2.53
O 4.65 -30.71 4.10
F 9.86 -33.40 -2.41
F 5.14 -33.50 3.25
C 1.51 -25.13 0.45
H 2.59 -25.75 -1.33
F 13.10 -22.50 1.36
S 8.46 -29.84 -4.35
C 9.77 -26.84 5.52
O 13.51 -25.13 0.64
O 9.46 -29.33 3.77
H 15.11 -30.35 2.93
O 9.80 -29.75 -5.01
H 8.71 -24.34 5.46
F 7.31 -29.50 -6.70
S 9.98 -25.29 -0.65
H 11.58 -29.88 -5.66
H 10.61 -26.68 -6.21
H 12.87 -30.44 -0.65
O 13.30 -34.29 -3.44
F 6.92 -32.83 4.42
H 10.49 -22.53 -5.09
C 6.19 -32.72 3.27
C 13.12 -29.78 0.18
H 14.22 -33.38 -6.53
N 14.73 -32.92 -2.02
F 13.06 -36.31 -1.40
H 10.50 -30.32 -7.58
H 4.63 -33.86 -3.14
C 13.07 -22.67 0.06
S 8.86 -30.99 -1.82
C 8.53 -27.07 3.39
H 7.89 -36.66 -0.49
H 13.33 -32.36 -5.42
F 9.94 -23.26 -2.38
C 9.24 -28.24 2.82
H 7.52 -25.61 5.08
H 12.37 -23.72 -4.19
H 10.10 -24.92 2.81
H 14.25 -25.06 -4.88
H -0.43 -25.97 1.95
S 5.57 -31.02 3.05
H 1.58 -24.35 1.16
F 2.86 -33.26 1.43
H 8.21 -24.42 3.81
F 12.51 -34.29 -0.70
H 10.77 -26.67 -4.47
C 0.85 -27.51 0.03
H 11.82 -27.74 -5.44
F 8.59 -23.03 -0.69
N 9.30 -26.11 4.29
N 2.77 -26.95 1.61
H 13.79 -32.49 0.43
N 13.67 -30.64 1.35
N 12.07 -33.29 -6.81
H 12.39 -27.01 0.84
H 12.50 -35.13 -5.91
H 10.88 -32.10 -5.64
H 11.41 -22.93 -6.51
C 7.34 -30.42 -5.68
C 13.56 -35.11 -1.12
F 10.90 -32.29 -0.75
H 4.81 -25.15 -0.47
H 10.80 -34.85 -6.41
H 3.15 -34.37 -2.48
C 4.25 -27.65 -0.55
F 6.13 -30.48 -5.25
F 7.03 -33.12 2.30
H 8.90 -27.24 6.04
C 4.71 -34.02 -1.00
C 14.59 -29.74 2.14
H 1.54 -27.63 -0.83
H 3.94 -34.27 -0.29
H 10.92 -24.63 -4.04
H 11.02 -25.01 4.37
F 14.37 -35.13 -0.08
H 5.23 -28.07 1.74
H -0.08 -27.18 -0.37
S 12.68 -24.45 -0.35
C 2.25 -32.19 1.86
O 9.78 -24.08 -6.20
H 15.21 -29.31 1.43
H 6.29 -32.69 -1.21
H 8.23 -26.46 2.55
H 14.02 -26.77 -5.31
H 10.51 -27.53 5.21
O 12.16 -30.00 -6.43
C 13.42 -32.68 -6.46
H 9.26 -23.54 -6.80
F 18.27 -31.58 -2.96
H 7.63 -27.39 3.93
O 6.27 -35.49 0.07
H 13.11 -31.75 2.95
O 12.04 -27.79 1.28
H 3.53 -32.66 -2.30
H 11.35 -28.65 -0.38
H 13.42 -26.12 -3.75
H 5.28 -27.95 -0.55
H 5.12 -26.43 2.58
O 7.79 -28.62 -3.87
H 12.85 -34.56 -8.34
C 11.28 -26.78 -5.38
H 13.65 -31.85 -7.13
H 6.43 -34.91 -1.90
*
```

For the LUMO energy, the calculation gives -5.50 eV. As for the gap between HOMO and LUMO: 7.42 eV. The value obtained for the HOMO energy is -12.91 eV.

***

# 2
Entry from the Open Molecules 2025 dataset: C41H87CaN2O10 as an isolated structure (ωB97M-V/def2-TZVPD).

```
! RIJCOSX wB97M-V def2-TZVPD def2/J DEFGRID3
* xyz 1 1
C -3.21 -3.85 3.03
O -2.07 -2.97 2.92
H -1.92 1.14 -2.08
C 3.30 -2.89 -0.31
H -0.94 -1.64 -2.67
H 4.96 -4.84 -1.05
O -0.12 -0.54 2.07
H -4.82 -3.85 4.48
H -3.07 2.50 1.38
H -0.98 0.61 -4.18
C 3.77 2.19 -1.48
C -0.63 -0.39 -4.44
H 4.70 3.49 5.19
Ca -1.02 -2.42 0.93
H -0.29 5.26 0.18
H -1.01 -2.47 4.64
H -6.24 -2.04 -0.64
H 4.75 -2.91 -4.65
H 1.22 -5.30 1.50
H 4.24 -2.96 0.27
H -4.39 4.44 1.21
H -2.87 -4.81 3.42
C 0.52 4.09 -1.52
C 1.18 2.23 -2.92
H -4.82 0.92 -4.97
H 4.76 2.39 -1.08
C 1.53 2.90 -4.23
H 1.38 5.12 0.30
C -2.86 5.73 1.76
H -1.48 -0.92 -4.89
C -3.96 1.25 -4.38
H 0.47 3.71 0.62
C -0.15 -1.07 -3.17
H -3.15 0.28 0.39
C -4.18 -3.12 3.98
H 3.84 1.67 -2.44
H 2.25 -1.78 -5.20
H 3.06 5.66 3.10
H -4.71 0.26 -2.62
H 3.10 4.01 -2.46
H -3.97 -2.04 -1.47
H -4.72 -2.30 3.51
C 0.52 4.56 -0.06
H 1.39 3.98 -4.26
H 3.30 -3.79 -4.31
H 2.41 -1.10 0.55
C 1.19 -1.77 -4.96
H 1.71 -6.12 3.71
H -3.58 -4.05 2.03
O 3.93 3.10 3.32
C -1.93 -2.20 4.13
H -1.97 -1.12 3.95
C 1.62 -2.84 3.18
H -3.66 6.40 2.10
H 1.85 4.35 5.45
H -2.21 3.07 3.41
C -3.04 2.79 -3.01
C 4.16 -2.88 -2.53
H 1.60 1.23 -2.76
H 0.20 -0.28 -2.50
H 1.98 2.82 2.73
H 2.53 -3.38 0.30
C 2.76 3.59 2.67
H 2.04 -5.66 -0.56
C 4.28 -3.55 -3.90
C -2.96 1.46 -2.21
H 3.11 -4.27 2.88
H -2.09 2.96 -3.52
H 0.71 -2.60 -5.49
H -3.32 4.81 -0.19
C 3.74 3.32 4.71
C 2.85 3.40 -1.58
H 3.35 -5.53 0.67
C 1.31 -5.11 3.68
H 0.58 -4.93 4.47
C 2.88 -1.42 -0.39
C -2.48 3.41 1.27
H -2.88 -3.38 5.65
H -0.49 3.71 -1.71
H 3.26 2.46 5.20
H 2.27 -2.13 2.67
H 0.96 2.45 -5.04
H -3.43 1.53 -1.23
C 0.68 -4.84 2.33
H -5.73 -2.56 0.99
H 2.08 -1.20 -1.09
H 0.71 4.93 -2.20
H -3.50 -0.34 1.99
H 1.11 -2.26 3.95
O 0.53 1.44 1.19
H 1.37 5.14 3.22
H 0.60 1.71 0.25
H -1.73 3.24 0.49
H 0.12 1.96 -2.89
H 3.39 -6.82 -0.50
C -3.16 -2.57 4.97
C -3.70 -0.50 0.92
H 2.96 -3.95 4.61
O 0.68 -3.39 2.24
C 2.75 4.52 4.88
H -3.28 3.66 -2.41
H 3.73 -1.89 -2.69
C -4.11 -2.38 -0.44
H 2.58 2.81 -4.52
H -3.98 -3.46 -0.37
C -3.74 0.46 -3.09
H -3.15 1.03 -5.10
N 1.45 2.98 -1.68
H 3.36 1.44 -0.79
H -5.37 0.20 -0.24
C -3.36 4.60 0.88
H 0.37 -0.32 -6.41
H 1.28 0.38 -5.11
C -5.21 -0.51 0.58
C 3.11 -5.78 -0.36
C -5.47 -1.93 0.13
H -0.35 -5.23 2.29
H 2.96 4.09 -0.74
O -3.21 -1.77 0.50
H -2.07 6.37 1.35
O -4.05 2.58 -3.99
C 2.40 -4.05 3.68
O 0.98 -1.86 -3.55
C -1.90 3.76 2.63
O -0.52 -0.13 -0.04
C 0.57 -0.41 -5.34
H 3.86 -5.52 -2.30
H 4.93 -4.43 -3.85
H 3.36 5.32 5.30
N 3.35 -3.62 -1.57
C 3.92 -4.96 -1.37
O -2.37 5.10 2.95
H -5.80 -0.17 1.42
H -3.21 -0.48 -3.23
C -0.07 0.23 1.10
H 5.16 -2.67 -2.13
H 3.73 -0.76 -0.58
H 2.95 3.73 1.61
H -0.82 3.89 2.66
H -3.48 -1.70 5.54
C 2.40 4.85 3.44
*
```

For the LUMO energy, the calculation gives -3.05 eV. For the energy above the lowest of the compared OMol25 structures with the same formula, charge and spin, the calculation gives 0.0 kcal per mole. As for the gap between HOMO and LUMO: 7.42 eV. The value obtained for the HOMO energy is -10.47 eV.

***

# 3
Entry from the Open Molecules 2025 dataset: a 7-piece molecular cluster, C41H88IN3O9 overall (ωB97M-V/def2-TZVPD).

```
! RIJCOSX wB97M-V def2-TZVPD def2/J DEFGRID3
* xyz 0 1
C 5.98 6.10 1.86
H -4.50 -1.55 1.27
C 0.80 -0.28 4.14
C -1.50 -2.84 1.20
H 1.11 0.77 -3.31
C 5.94 -3.63 -1.96
H -1.07 -3.63 -2.37
H -6.85 -2.51 -0.63
H -11.28 -3.61 -2.52
H 6.83 2.19 0.06
H -2.18 0.79 -2.79
H 1.21 -1.78 -3.53
H 5.23 -0.98 -1.88
C -2.99 0.37 -2.10
C -1.36 -2.59 -0.28
C 1.21 5.65 2.19
H 5.09 -0.13 -4.87
H 3.87 1.03 1.76
C -3.84 -1.57 -0.86
C 4.52 -0.36 -3.90
H -12.30 -4.59 -0.70
C 5.02 -4.70 0.31
H 0.44 8.39 3.83
H -5.65 -0.69 0.11
C 3.11 -0.98 -4.34
H 7.20 7.87 1.67
C 3.71 2.23 -0.10
C 1.32 -0.67 0.00
H 5.15 -5.62 -0.37
O 6.13 5.71 0.50
H 0.30 8.59 6.32
H -0.96 -6.09 -1.00
H 5.89 -4.62 1.04
C -1.01 -5.48 -5.32
H 2.14 1.56 1.49
C -0.56 8.27 5.74
H 6.69 5.54 2.47
C -4.54 -0.85 0.38
H 4.00 -4.82 0.81
H -1.83 -5.63 -6.02
H -3.95 0.35 -2.74
H -0.78 3.76 0.17
H -13.83 -2.23 -1.51
C -11.85 -3.03 -1.78
H -13.79 -3.74 -2.40
C 5.20 -2.88 -3.20
C -7.35 -2.83 0.29
H -1.12 -0.36 3.82
C -1.10 -5.10 -0.46
H 5.65 -3.21 -4.19
C 2.10 -1.22 -3.08
H 6.08 -4.73 -2.19
H -0.21 -4.94 -5.83
C 2.84 -0.30 0.28
C -1.42 -1.09 -0.85
O 0.57 -6.59 -3.88
H -1.45 -0.41 0.06
C 6.20 7.60 2.01
H -0.32 2.45 2.98
H 0.66 -1.88 5.58
H 1.70 -0.66 3.65
O -7.64 -1.66 1.05
H -1.13 -6.11 1.56
H 3.24 -1.96 -4.91
H 0.84 0.82 4.11
H 2.60 0.86 -2.19
H 1.05 3.46 0.56
O -11.85 -3.75 -0.55
H -1.35 -4.84 -4.50
C -1.23 -5.08 1.05
C 0.65 0.04 -1.27
O -4.34 -2.67 -1.21
H 3.94 -3.14 -0.92
H 1.57 -0.46 6.15
H 4.16 1.70 -0.99
H -1.31 -7.34 -4.26
H -1.68 -1.89 1.83
C 1.71 0.22 -2.49
H -9.13 -3.88 0.90
H 5.49 8.15 1.39
H -6.65 -3.45 0.86
C -0.51 -6.81 -4.78
C 0.75 4.40 3.08
C -0.30 3.43 2.37
H -2.38 8.67 3.99
H -0.43 9.86 4.28
H -0.72 1.87 -1.64
H 6.08 7.91 3.05
H 1.96 5.34 1.38
H 4.63 3.13 1.74
H -8.07 -1.94 1.87
H 1.04 2.23 -1.20
C 0.13 1.55 -0.96
H 4.11 -3.22 -3.16
C 3.06 1.16 0.94
C 5.02 -3.40 -0.63
H -9.32 -2.95 -0.58
H 0.22 4.84 3.99
H 2.94 3.02 -0.43
H -0.15 -7.44 -5.59
H 1.77 6.41 2.85
H -1.33 3.92 2.45
I 2.48 3.31 3.94
H 7.03 5.95 0.23
H 6.50 -1.09 -3.21
H 1.29 -1.81 -0.21
H -13.28 -2.24 -3.20
C -0.47 8.77 4.31
H -0.20 -0.42 6.05
H -3.23 1.10 -1.24
O -1.59 8.33 3.56
C -8.63 -3.58 -0.02
H -11.34 -2.08 -1.61
H 2.55 -1.89 -2.28
C 5.40 -1.31 -2.96
C -13.27 -2.79 -2.25
C 4.97 2.93 0.66
H 6.94 -3.09 -1.81
H 5.44 -2.52 -0.02
N 6.12 1.96 0.77
N -2.72 -1.01 -1.63
H 6.51 1.97 1.72
H -4.13 0.20 0.58
O -0.39 -0.82 -1.80
C -0.04 3.16 0.81
H -1.47 8.63 6.22
H -8.42 -4.48 -0.61
H 2.55 -0.26 -5.04
O -0.33 -0.71 3.39
H 0.72 -0.54 0.97
H 4.97 5.83 2.18
C 0.71 -0.79 5.56
H 4.37 0.65 -3.38
H 3.55 -0.43 -0.60
H 0.23 -6.03 -3.16
H 0.34 6.21 1.71
H 3.21 -1.04 1.09
H -0.60 7.17 5.75
N -1.45 -4.02 1.96
O -0.19 1.77 0.43
H 5.29 3.90 0.12
C -1.17 -3.76 -1.25
*
```

For the LUMO energy, the calculation gives 0.23 eV. The SMILES is CCCCCCCCC[C@@](CCCCCN)(COCC[C@H](C)I)O[C@H](c1cccnc1)N(C)C(C)=O.CCO.CCO.CCO.CCO.CCO.CCO. As for the gap between HOMO and LUMO: 8.94 eV. The value obtained for the HOMO energy is -8.71 eV.